{
  "formula": "C34H55N3O14",
  "method": "the ωB97M-V functional and the def2-TZVPD basis",
  "species": ["O", "N", "O", "C", "C", "C", "C", "C", "C", "H", "H", "H", "H", "H", "O", "N", "O", "C", "C", "C", "C", "C", "C", "H", "H", "H", "H", "H", "O", "N", "O", "C", "C", "C", "C", "C", "C", "H", "H", "H", "H", "H", "C", "O", "C", "C", "O", "C", "H", "H", "H", "H", "H", "H", "H", "H", "H", "H", "C", "O", "C", "C", "O", "C", "H", "H", "H", "H", "H", "H", "H", "H", "H", "H", "C", "O", "C", "C", "O", "C", "H", "H", "H", "H", "H", "H", "H", "H", "H", "H", "C", "O", "C", "C", "O", "C", "H", "H", "H", "H", "H", "H", "H", "H", "H", "H"],
  "positions_angstrom": [[-2.263, 3.113, -4.363], [-2.029, 2.539, -5.385], [-0.974, 2.740, -5.916], [-3.087, 1.740, -5.984], [-4.062, 1.123, -5.190], [-5.088, 0.409, -5.746], [-5.380, 0.471, -7.085], [-4.402, 1.125, -7.876], [-3.198, 1.660, -7.341], [-3.903, 1.080, -4.123], [-5.719, -0.094, -5.028], [-6.278, 0.019, -7.479], [-4.676, 1.141, -8.921], [-2.583, 2.180, -8.061], [5.446, 8.667, 2.983], [5.717, 7.537, 3.396], [6.669, 7.396, 4.198], [4.865, 6.362, 3.012], [5.259, 5.069, 3.257], [4.431, 4.059, 2.913], [3.249, 4.375, 2.323], [2.764, 5.624, 2.171], [3.615, 6.701, 2.455], [6.237, 4.807, 3.634], [4.719, 3.057, 3.196], [2.588, 3.552, 2.095], [1.759, 5.852, 1.848], [3.330, 7.738, 2.355], [-3.343, -0.458, 7.541], [-2.280, 0.045, 7.227], [-1.890, 1.153, 7.590], [-1.219, -0.868, 6.648], [0.047, -0.407, 6.214], [0.929, -1.334, 5.532], [0.507, -2.711, 5.422], [-0.730, -3.185, 5.874], [-1.518, -2.251, 6.593], [0.251, 0.641, 6.374], [1.811, -0.893, 5.091], [1.124, -3.461, 4.950], [-0.905, -4.246, 5.779], [-2.485, -2.529, 6.987], [-1.602, -4.212, -8.928], [-2.432, -4.054, -10.152], [-1.837, -4.596, -11.298], [-2.893, -4.593, -12.422], [-3.703, -5.770, -12.426], [-4.778, -5.660, -11.512], [-1.680, -5.246, -8.594], [-2.113, -3.549, -8.229], [-0.552, -3.927, -8.999], [-1.635, -5.666, -11.243], [-0.930, -4.033, -11.518], [-2.176, -4.788, -13.220], [-3.456, -3.700, -12.690], [-5.328, -6.574, -11.737], [-5.418, -4.845, -11.849], [-4.469, -5.652, -10.466], [7.295, 0.249, 11.649], [6.479, 0.728, 10.654], [6.758, 0.639, 9.221], [7.847, 1.622, 8.687], [7.873, 1.771, 7.242], [8.376, 0.692, 6.508], [8.112, 0.964, 11.749], [7.741, -0.682, 11.298], [6.838, 0.127, 12.630], [5.822, 0.562, 8.668], [6.890, -0.404, 8.933], [8.842, 1.448, 9.097], [7.633, 2.605, 9.105], [9.420, 0.545, 6.787], [8.298, 0.819, 5.428], [7.927, -0.258, 6.796], [0.827, -2.119, -1.078], [1.652, -1.342, -0.368], [2.935, -1.269, -1.028], [3.941, -2.335, -0.762], [4.387, -2.172, 0.618], [5.417, -3.146, 0.944], [-0.148, -2.098, -0.592], [1.171, -3.151, -1.131], [0.581, -1.827, -2.099], [3.422, -0.319, -0.806], [2.763, -1.138, -2.097], [4.880, -2.325, -1.315], [3.469, -3.315, -0.837], [6.219, -3.007, 0.219], [5.047, -4.160, 0.790], [5.726, -2.949, 1.971], [-9.495, 1.883, -2.315], [-8.527, 1.666, -1.310], [-8.888, 1.664, 0.003], [-7.690, 1.672, 0.912], [-7.069, 0.420, 1.065], [-5.684, 0.403, 1.434], [-9.026, 2.033, -3.288], [-10.107, 2.755, -2.084], [-9.978, 0.912, -2.423], [-9.477, 0.800, 0.312], [-9.585, 2.470, 0.232], [-8.079, 2.070, 1.850], [-7.142, 2.531, 0.524], [-5.449, 0.835, 2.407], [-5.255, 1.055, 0.673], [-5.289, -0.596, 1.250]],
  "forces_ev_per_angstrom": [[-1.77, 0.17, 2.27], [0.43, 0.99, 0.28], [1.19, -1.08, -2.26], [-0.77, -0.70, 0.13], [1.77, 0.05, 0.51], [-0.86, 0.09, 1.14], [1.83, 0.75, -0.53], [-0.80, -0.95, 0.57], [-1.97, 0.28, -1.86], [-0.10, 0.25, 0.09], [-0.28, -0.19, -0.16], [0.10, 0.07, -0.24], [0.71, 0.35, -0.28], [0.53, -0.06, 0.36], [-0.45, -1.68, -0.21], [1.86, 1.50, 1.58], [-1.79, -0.94, -1.54], [-0.64, 1.99, -0.47], [1.73, 0.71, 0.38], [0.36, -0.59, 0.23], [-1.92, -2.45, 0.03], [0.46, 2.65, -0.29], [0.62, -1.00, 0.81], [0.06, 0.49, 0.35], [-0.15, -0.19, -0.42], [-0.16, -0.14, -0.16], [-0.02, -0.30, -0.23], [0.03, -0.06, -0.06], [0.16, 0.47, -0.78], [1.73, -0.39, 2.02], [-0.59, -0.63, -0.99], [0.91, -1.55, -0.64], [-0.56, -1.47, -0.76], [-2.73, -0.04, 1.42], [0.32, 1.40, -0.32], [1.09, 2.25, 1.37], [-0.75, 0.25, -1.10], [0.33, 0.04, -0.28], [0.26, -0.53, 0.07], [0.39, 0.28, -0.24], [-0.54, 0.12, 0.17], [-0.03, -0.18, 0.05], [-1.84, 0.24, -0.98], [1.49, -0.17, 2.08], [-1.86, 0.46, -0.07], [1.97, -1.29, -1.03], [0.59, 1.12, 0.57], [-0.36, -1.13, -1.15], [0.09, -0.05, 0.06], [0.25, -0.17, 0.20], [-0.02, 0.13, -0.55], [0.43, -0.19, 0.52], [0.10, -0.01, -0.45], [-0.39, 0.17, -0.88], [-0.02, 0.19, 0.61], [-0.30, -0.05, 0.50], [-0.06, 0.39, 0.62], [-0.08, 0.38, -0.06], [2.21, -0.19, -0.84], [-2.42, 1.21, -2.20], [0.41, -1.42, 0.84], [-0.81, 0.13, -0.40], [-0.81, 0.50, 1.03], [0.79, -0.93, 0.97], [0.43, -0.03, 0.50], [0.14, -0.46, 0.42], [-0.58, 0.04, -0.41], [-0.61, 2.03, 0.29], [1.71, -0.64, 0.61], [0.21, -0.77, -0.21], [-0.42, 0.13, -0.36], [0.46, 0.07, -0.31], [-0.21, 0.42, 0.23], [-0.50, -0.12, -0.18], [-2.58, -1.90, -0.69], [3.14, 1.48, 0.40], [0.02, 1.71, -0.61], [0.24, -0.81, 2.46], [0.21, -0.82, -0.14], [-1.13, 1.12, -0.87], [-0.02, -0.26, 0.27], [-0.05, -0.36, 0.00], [0.51, 0.54, -0.40], [-0.28, 0.13, 0.70], [-0.15, -0.50, -0.32], [-0.42, 0.33, -0.92], [0.09, -0.33, -0.21], [0.49, 0.01, 0.23], [-0.13, -0.17, 0.34], [0.04, -0.16, -0.21], [0.39, -0.96, 0.45], [1.68, 0.42, -1.76], [-1.29, -1.04, 1.16], [-0.57, 1.29, 0.28], [-0.26, -0.28, 0.18], [-0.60, 1.15, -1.67], [0.48, 0.29, 0.27], [-0.45, -0.24, 0.02], [-1.11, 0.31, -0.04], [-0.24, -0.72, -0.38], [0.27, 0.73, 0.16], [0.07, -0.32, 0.61], [1.33, -0.41, -0.13], [-0.25, -0.34, 0.26], [0.82, 0.09, 0.13], [-0.25, 0.02, 0.46]],
  "lowdin_charge": [0.091, -0.382, 0.088, -0.155, -0.009, -0.093, -0.058, -0.045, 0.004, 0.122, 0.110, 0.108, 0.099, 0.121, 0.050, -0.313, 0.046, -0.123, -0.023, -0.079, -0.102, -0.064, 0.023, 0.126, 0.118, 0.113, 0.113, 0.116, 0.070, -0.337, 0.065, -0.125, 0.005, -0.030, -0.078, -0.062, -0.007, 0.105, 0.093, 0.094, 0.103, 0.104, -0.057, -0.208, -0.232, -0.198, -0.195, -0.106, 0.081, 0.081, 0.080, 0.128, 0.123, 0.115, 0.128, 0.087, 0.088, 0.086, -0.141, -0.198, -0.160, -0.156, -0.189, -0.129, 0.080, 0.086, 0.090, 0.124, 0.103, 0.118, 0.123, 0.084, 0.090, 0.075, -0.193, -0.136, -0.188, -0.190, -0.209, -0.089, 0.095, 0.087, 0.088, 0.129, 0.123, 0.124, 0.117, 0.076, 0.081, 0.087, -0.085, -0.177, -0.271, -0.231, -0.170, -0.081, 0.083, 0.090, 0.089, 0.127, 0.124, 0.122, 0.128, 0.085, 0.080, 0.087],
  "de_lowest_kcal_mol": 89.99,
  "energy_ha": -2545.522202,
  "smiles": "O=[N+]([O-])c1ccccc1.O=[N+]([O-])c1ccccc1.O=[N+]([O-])c1ccccc1.COCCOC.COCCOC.COCCOC.COCCOC",
  "e_homo_ev": -9.55,
  "gap_ev": 9.00,
  "e_lumo_ev": -0.551,
  "charge": 0,
  "largest_force_ev_per_a": 3.50
}

---

{
  "formula": "C34H56FN3O8",
  "method": "the ωB97M-V functional and the def2-TZVPD basis",
  "species": ["O", "C", "C", "C", "C", "C", "C", "C", "C", "F", "C", "C", "C", "O", "C", "C", "C", "C", "C", "C", "C", "O", "C", "C", "C", "O", "C", "O", "H", "H", "H", "H", "H", "H", "H", "H", "H", "H", "H", "H", "H", "H", "H", "H", "H", "H", "H", "H", "H", "H", "H", "C", "O", "C", "C", "C", "N", "H", "H", "H", "H", "H", "H", "H", "H", "H", "H", "H", "C", "O", "C", "C", "C", "N", "H", "H", "H", "H", "H", "H", "H", "H", "H", "H", "H", "C", "O", "C", "C", "C", "N", "H", "H", "H", "H", "H", "H", "H", "H", "H", "H", "H"],
  "positions_angstrom": [[0.808, -2.855, 4.567], [0.492, -2.173, 3.631], [-0.877, -2.159, 3.051], [-2.033, -2.223, 3.821], [-3.270, -2.137, 3.190], [-3.399, -2.013, 1.805], [-4.755, -1.903, 1.151], [-4.778, -1.219, -0.215], [-4.268, 0.200, -0.231], [-5.241, 1.049, 0.276], [-2.232, -1.995, 1.038], [-0.993, -2.050, 1.660], [0.257, -1.955, 0.869], [0.399, -2.498, -0.191], [1.315, -1.156, 1.540], [1.451, -1.284, 2.923], [2.444, -0.578, 3.579], [3.292, 0.290, 2.884], [4.354, 1.006, 3.694], [5.819, 0.694, 3.332], [6.707, 1.928, 3.381], [6.350, 2.928, 2.441], [3.100, 0.489, 1.501], [3.834, 1.541, 0.708], [3.102, 2.890, 0.833], [1.802, 2.870, 0.270], [2.123, -0.267, 0.836], [1.852, -0.096, -0.500], [-1.951, -2.324, 4.892], [-4.168, -2.150, 3.792], [-5.218, -2.886, 1.090], [-5.394, -1.325, 1.822], [-4.239, -1.830, -0.937], [-5.802, -1.184, -0.581], [-3.366, 0.348, 0.358], [-4.035, 0.498, -1.252], [-2.255, -1.923, -0.037], [2.578, -0.691, 4.645], [4.147, 2.075, 3.677], [4.200, 0.698, 4.725], [6.221, -0.003, 4.064], [5.895, 0.205, 2.368], [7.743, 1.657, 3.205], [6.676, 2.348, 4.390], [5.731, 3.542, 2.838], [4.846, 1.681, 1.054], [3.814, 1.280, -0.344], [3.028, 3.159, 1.889], [3.654, 3.650, 0.291], [1.202, 2.416, 0.866], [2.411, -0.697, -1.006], [-2.703, 2.066, -3.380], [-1.779, 1.407, -2.532], [-0.988, 0.412, -3.156], [0.258, 0.935, -3.892], [-0.046, 1.578, -5.242], [1.038, 1.870, -3.077], [-3.111, 1.392, -4.137], [-2.251, 2.930, -3.870], [-3.524, 2.427, -2.758], [-0.648, -0.238, -2.344], [-1.610, -0.200, -3.824], [0.887, 0.059, -4.082], [-0.475, 2.574, -5.129], [0.873, 1.687, -5.819], [-0.741, 0.970, -5.825], [1.300, 1.399, -2.215], [0.407, 2.603, -2.764], [3.315, -4.327, 2.794], [4.705, -4.066, 2.912], [5.261, -4.344, 4.180], [5.652, -5.813, 4.402], [4.464, -6.730, 4.675], [6.430, -6.358, 3.286], [2.787, -4.121, 3.727], [3.129, -5.358, 2.482], [2.925, -3.667, 2.018], [6.172, -3.740, 4.237], [4.590, -3.992, 4.975], [6.290, -5.834, 5.290], [3.901, -6.947, 3.767], [4.812, -7.683, 5.073], [3.782, -6.289, 5.403], [7.280, -5.812, 3.171], [5.905, -6.188, 2.432], [-7.812, 4.962, -7.036], [-6.701, 5.549, -6.386], [-6.580, 5.259, -5.007], [-5.884, 3.928, -4.692], [-6.765, 2.703, -4.915], [-4.635, 3.759, -5.442], [-8.681, 4.908, -6.374], [-7.577, 3.963, -7.411], [-8.063, 5.592, -7.889], [-5.969, 6.067, -4.594], [-7.562, 5.316, -4.519], [-5.628, 3.955, -3.628], [-6.877, 2.469, -5.974], [-6.319, 1.829, -4.439], [-7.759, 2.847, -4.488], [-4.004, 4.521, -5.211], [-4.846, 3.902, -6.427]],
  "forces_ev_per_angstrom": [[0.07, -0.25, 0.93], [-0.10, 0.23, -0.44], [-0.44, 0.07, -0.34], [0.05, -0.11, -0.47], [0.00, 0.05, 0.04], [0.47, -0.10, -0.27], [-0.21, 0.53, 0.37], [-0.01, -0.39, 0.13], [0.34, -0.19, -0.33], [-0.21, 0.19, 0.13], [0.09, -0.21, 0.52], [-0.31, 0.04, 0.34], [-0.01, 0.20, 0.51], [0.06, -0.23, -0.90], [0.19, 0.24, 0.18], [0.18, 0.26, -0.36], [0.27, -0.06, -0.29], [-0.27, -0.16, -0.04], [-0.20, -0.25, -0.09], [-0.05, 0.29, 0.08], [-0.13, 0.04, 0.43], [0.12, -0.04, -0.33], [0.07, -0.04, -0.18], [-0.73, 0.18, 0.19], [-0.16, -0.40, 0.08], [0.01, 0.14, -0.16], [-0.14, -0.31, 0.59], [0.46, 0.17, -0.15], [-0.05, -0.02, 0.15], [-0.07, 0.00, 0.06], [0.01, -0.19, -0.10], [-0.08, -0.01, 0.09], [0.19, 0.08, -0.15], [-0.16, -0.05, -0.01], [0.07, -0.03, 0.15], [-0.10, 0.18, -0.07], [-0.03, 0.02, -0.17], [-0.08, -0.12, 0.10], [0.15, 0.20, -0.17], [-0.04, 0.12, 0.19], [0.02, -0.20, 0.02], [0.00, -0.02, -0.26], [0.12, -0.04, -0.23], [-0.02, 0.02, 0.12], [-0.05, 0.04, 0.07], [0.35, -0.01, 0.03], [0.23, -0.07, -0.14], [0.17, 0.21, 0.12], [0.10, 0.15, 0.01], [-0.01, -0.10, 0.03], [-0.15, -0.08, -0.11], [0.07, 0.06, 0.17], [-0.12, -0.03, -0.05], [0.14, -0.19, 0.10], [-0.13, 0.27, -0.03], [0.01, -0.08, -0.10], [-0.15, -0.24, 0.08], [0.03, 0.02, -0.07], [-0.03, -0.04, -0.13], [0.01, -0.02, 0.02], [0.01, 0.05, 0.03], [0.00, 0.05, -0.07], [-0.03, -0.06, 0.03], [-0.03, 0.00, 0.05], [0.02, 0.02, 0.04], [-0.01, 0.02, 0.01], [0.15, 0.08, 0.09], [0.07, 0.09, -0.05], [0.09, 0.00, -0.18], [-0.09, 0.00, 0.04], [0.16, 0.09, 0.09], [-0.14, -0.09, -0.14], [-0.02, -0.05, 0.12], [0.04, 0.19, 0.02], [0.00, -0.03, 0.04], [-0.06, -0.02, 0.08], [0.03, 0.02, 0.00], [0.00, 0.00, -0.05], [-0.05, -0.07, 0.01], [0.02, 0.06, 0.01], [0.01, 0.05, -0.04], [0.03, 0.00, -0.04], [-0.01, 0.01, -0.02], [0.03, -0.08, 0.05], [-0.02, -0.08, 0.00], [0.11, 0.07, -0.09], [-0.10, -0.05, 0.00], [0.11, 0.10, 0.14], [-0.07, -0.12, -0.18], [-0.04, -0.06, 0.09], [-0.01, 0.20, 0.04], [0.00, -0.04, 0.02], [-0.08, -0.04, 0.05], [0.02, 0.02, 0.02], [0.01, 0.01, -0.05], [-0.02, -0.08, -0.01], [0.00, 0.07, 0.02], [0.01, 0.05, -0.03], [0.04, 0.01, -0.02], [0.00, 0.01, -0.01], [0.04, -0.07, 0.05], [0.00, -0.09, -0.01]],
  "lowdin_charge": [0.127, -0.302, -0.082, 0.015, -0.010, -0.192, -0.144, -0.177, -0.205, -0.051, 0.046, -0.070, -0.289, 0.145, -0.023, -0.088, 0.052, -0.128, -0.130, -0.163, -0.264, -0.066, -0.083, -0.090, -0.229, -0.050, -0.188, 0.037, 0.121, 0.116, 0.122, 0.119, 0.111, 0.119, 0.118, 0.102, 0.122, 0.126, 0.108, 0.108, 0.114, 0.113, 0.116, 0.120, 0.081, 0.091, 0.120, 0.112, 0.123, 0.087, 0.134, -0.122, -0.202, -0.202, -0.430, -0.070, 0.055, 0.087, 0.068, 0.076, 0.113, 0.120, 0.134, 0.064, 0.074, 0.077, 0.038, 0.071, -0.089, -0.187, -0.214, -0.435, -0.070, 0.037, 0.077, 0.081, 0.084, 0.118, 0.121, 0.133, 0.065, 0.075, 0.079, 0.070, 0.069, -0.106, -0.188, -0.209, -0.432, -0.065, 0.048, 0.090, 0.075, 0.087, 0.122, 0.120, 0.131, 0.065, 0.071, 0.079, 0.078, 0.074],
  "de_lowest_kcal_mol": 0.00,
  "energy_ha": -2195.135557,
  "smiles": "O=C1c2ccc(CCCF)cc2C(=O)c2c1cc(CCCO)c(CCO)c2O.COC[C@@H](C)N.COC[C@@H](C)N.COC[C@@H](C)N",
  "e_homo_ev": -8.81,
  "gap_ev": 8.17,
  "e_lumo_ev": -0.637,
  "charge": 0,
  "largest_force_ev_per_a": 0.96
}